# 1
Entry from OMol25: 17 unconnected molecules or ions with the total composition C54H141N10O24 (the ωB97M-V functional and the def2-TZVPD basis).

The geometry in XYZ format:
```
229
C54H141N10O24 the ωB97M-V functional and the def2-TZVPD basis
C 1.2178 0.2986 1.6248
C 0.3917 0.8659 0.4914
C -0.2891 -0.1432 -0.3927
O -0.8086 0.4589 -1.5678
C -1.5413 -0.4812 -2.3346
N -0.6360 1.7738 1.1252
H -0.1423 2.4799 1.6644
H -1.3450 2.2173 0.5137
H -1.1550 1.1641 1.7840
H 0.8023 -0.3250 2.4112
H 1.7367 1.1458 2.0951
H 2.1018 -0.1793 1.1871
H 0.9888 1.5542 -0.1088
H -1.1201 -0.6605 0.1088
H 0.4134 -0.9610 -0.5778
H -2.3977 -0.8459 -1.7702
H -0.8708 -1.2781 -2.6660
H -1.8433 -0.0123 -3.2731
C 3.0134 2.9921 5.1112
C 2.2781 2.4886 6.3343
C 1.9032 3.5189 7.3786
O 3.1127 3.7887 8.0670
C 2.9986 4.8414 9.0353
N 0.9794 1.8924 5.7822
H 1.1247 1.1065 5.1333
H 0.4675 1.4539 6.5484
H 0.4207 2.6558 5.3730
H 2.6437 4.0029 4.9201
H 2.9563 2.4190 4.1873
H 4.0755 3.1238 5.3285
H 2.7181 1.6395 6.8590
H 1.2409 3.0844 8.1381
H 1.3911 4.3671 6.9140
H 2.9771 5.8424 8.6067
H 3.8193 4.7720 9.7440
H 2.0805 4.6392 9.5933
C -1.3952 -3.8534 2.1417
C -1.5263 -4.0126 3.6647
C -1.3030 -5.4710 4.0696
O 0.0569 -5.8796 3.9825
C 0.1686 -6.9458 3.0549
N -0.5604 -3.0245 4.3139
H -0.6870 -2.0630 3.9815
H -0.6743 -3.0753 5.3243
H 0.4825 -3.2254 4.1904
H -1.3871 -2.8649 1.6875
H -2.1371 -4.4937 1.6596
H -0.4444 -4.2599 1.7811
H -2.4382 -3.5483 4.0412
H -2.0641 -6.1733 3.7390
H -1.4198 -5.4231 5.1632
H -0.3754 -7.8424 3.3666
H 1.2232 -7.2050 2.9718
H -0.2265 -6.6809 2.0667
C 3.0586 -3.6688 -5.5448
C 3.2120 -2.3525 -4.7806
C 4.3234 -1.5338 -5.4061
O 4.0243 -1.2418 -6.7648
C 5.0584 -0.4986 -7.3817
N 1.9368 -1.5818 -4.9854
H 1.8942 -0.7403 -4.3907
H 1.7802 -1.3116 -5.9578
H 1.1209 -2.2151 -4.8147
H 4.0100 -4.1978 -5.5203
H 2.7665 -3.5217 -6.5824
H 2.3014 -4.2819 -5.0524
H 3.3667 -2.5375 -3.7220
H 5.3160 -1.9961 -5.4594
H 4.4963 -0.5840 -4.8859
H 5.9302 -1.1358 -7.5646
H 5.3172 0.3776 -6.7838
H 4.7608 -0.1975 -8.3843
C -4.4546 0.5618 -8.4250
C -4.0242 -0.8457 -8.0439
C -3.4215 -1.5223 -9.2540
O -2.8905 -2.8196 -9.0596
C -3.7610 -3.7490 -8.4521
N -2.9623 -0.7688 -6.9643
H -2.9959 -1.6776 -6.4760
H -2.0651 -0.4478 -7.3180
H -3.0901 -0.1690 -6.1264
H -5.2673 0.4589 -9.1395
H -3.5755 1.1583 -8.6680
H -4.8693 1.0591 -7.5439
H -4.8395 -1.4393 -7.6361
H -2.5419 -0.9610 -9.5869
H -4.1002 -1.5241 -10.1124
H -4.6618 -3.9403 -9.0409
H -3.9757 -3.5434 -7.3969
H -3.2115 -4.6899 -8.3958
C 1.5707 4.6089 -3.8937
C 1.8819 3.3580 -3.0902
C 2.1797 3.7082 -1.6619
O 1.0576 4.3590 -1.1262
C 1.2104 4.7926 0.2069
N 0.6443 2.4678 -3.0877
H -0.1711 2.9218 -2.6703
H 0.4221 2.1438 -4.0269
H 0.7997 1.5721 -2.5993
H 1.5722 4.4618 -4.9733
H 2.2578 5.4259 -3.6728
H 0.6104 5.0343 -3.5951
H 2.6903 2.7723 -3.5207
H 3.0820 4.3058 -1.4807
H 2.4346 2.8162 -1.0626
H 2.2496 4.9843 0.5030
H 0.8906 4.0121 0.8998
H 0.5903 5.6767 0.3113
C -7.5121 -3.4020 -3.8774
C -6.5495 -2.2675 -3.6034
C -5.8092 -2.2541 -2.2655
O -5.5668 -3.5592 -1.7514
C -4.2863 -4.0766 -2.1388
N -5.5220 -2.1759 -4.7503
H -4.7125 -2.7979 -4.6695
H -6.0483 -2.3407 -5.6035
H -5.1744 -1.2056 -4.7022
H -8.1205 -3.5231 -2.9745
H -7.1680 -4.4072 -4.1073
H -8.2915 -3.0568 -4.5607
H -7.0741 -1.3184 -3.7099
H -6.4927 -1.8045 -1.5416
H -4.9347 -1.6000 -2.2294
H -3.5344 -3.4149 -1.7067
H -4.1233 -4.1387 -3.2172
H -4.2816 -5.0823 -1.7245
C 2.5846 -4.2717 2.0362
C 3.2084 -4.5171 0.6778
C 2.1489 -4.8251 -0.3638
O 1.2178 -3.7614 -0.3885
C 0.5864 -3.5888 -1.6341
N 3.9718 -3.2830 0.2519
H 4.5360 -3.5776 -0.5503
H 3.4144 -2.4690 -0.0797
H 4.7116 -3.0399 0.9090
H 1.7985 -3.5183 2.0648
H 3.3155 -3.8668 2.7391
H 2.1273 -5.1312 2.5022
H 3.9163 -5.3448 0.7154
H 1.5352 -5.6724 -0.0412
H 2.5704 -5.0763 -1.3437
H 1.1494 -2.9562 -2.3325
H -0.3356 -3.0425 -1.4577
H 0.3291 -4.4815 -2.2098
C -4.9527 2.8917 4.9490
C -3.7217 3.7687 4.9970
C -3.3722 4.4310 6.3323
O -4.4884 5.1392 6.7371
C -4.6506 5.4107 8.0978
N -2.5564 2.8880 4.5426
H -1.7335 3.4000 4.2054
H -2.3261 2.2530 5.2992
H -2.8285 2.3725 3.6901
H -5.0225 2.3394 4.0151
H -5.8101 3.5627 5.0064
H -4.9812 2.2915 5.8632
H -3.7531 4.5045 4.1891
H -2.4825 5.0572 6.1892
H -2.9746 3.6713 7.0290
H -4.5757 4.5071 8.7125
H -5.6137 5.8959 8.2403
H -3.9109 6.1238 8.4856
C 7.0777 0.2184 3.9449
C 7.2211 1.1301 2.7392
C 6.2373 2.3055 2.7622
O 4.9949 1.8146 2.3096
C 4.7455 1.9182 0.9108
N 8.6499 1.6852 2.6858
H 8.8719 2.1232 1.7891
H 8.7841 2.4253 3.3792
H 9.3198 0.9281 2.8298
H 6.0905 -0.2299 3.8088
H 7.0482 0.6279 4.9539
H 7.8380 -0.5619 3.8786
H 7.1806 0.5375 1.8262
H 6.5171 3.1654 2.1427
H 6.1292 2.6198 3.8019
H 3.9060 1.2684 0.6771
H 5.5949 1.5452 0.3221
H 4.6060 2.9481 0.5749
C -4.2195 -1.2024 2.2092
C -3.0666 -0.2945 2.5834
O -3.2312 0.9343 2.3855
O -1.9441 -0.8184 2.8463
H -5.2024 -0.7929 2.4294
H -4.1351 -2.1438 2.7595
H -4.1730 -1.4508 1.1478
C 4.8403 -0.6788 -2.1678
C 3.3460 -0.3772 -1.9627
O 2.7954 0.3576 -2.8260
O 2.7756 -0.9966 -1.0372
H 5.2795 -1.3580 -1.4392
H 5.4129 0.2462 -2.2169
H 4.8166 -1.1597 -3.1413
C -1.7865 -5.2404 -4.6750
C -1.6110 -3.7151 -4.7930
O -0.4602 -3.2671 -4.5401
O -2.6297 -3.0814 -5.1918
H -2.7284 -5.5577 -5.1218
H -1.8830 -5.4886 -3.6156
H -0.9856 -5.7982 -5.1532
C 0.9750 5.7348 3.5772
C 0.1227 4.5795 4.0405
O -0.0785 3.6208 3.2536
O -0.3349 4.5007 5.2118
H 1.5802 6.2774 4.3062
H 0.3179 6.5190 3.1947
H 1.6747 5.3531 2.8353
C -4.1775 2.3607 -3.3709
C -4.9121 1.0801 -3.7418
O -4.5480 0.3972 -4.7639
O -5.9462 0.8360 -3.1164
H -3.9108 2.7972 -4.3392
H -3.2307 2.1264 -2.8943
H -4.8101 2.9745 -2.7406
C 3.4500 -1.0131 4.4256
C 2.0964 -1.7229 4.4704
O 2.0895 -2.9781 4.5061
O 1.1061 -0.9696 4.6927
H 3.3358 0.0091 4.0619
H 4.1241 -1.6131 3.8013
H 4.0283 -0.9406 5.3499
C -2.1905 6.0769 1.5498
C -3.0016 4.7991 1.3037
O -4.0934 4.7487 1.8908
O -2.4910 3.8745 0.6043
H -2.7888 6.9259 1.2114
H -1.2961 6.1911 0.9281
H -1.8784 6.2082 2.5858
```

Values from the calculation:
LUMO energy = -6.627 eV
Highest occupied orbital energy = -11.21 eV
Total charge = +3
Spin multiplicity = 1
Energy above the lowest of the compared OMol25 structures with the same formula, charge and spin = 371.73 kJ/mol

Here are the Mulliken charges for atoms 1 to 5, given in e:
1 C -1.00
2 C 2.04
3 C 0.11
4 O 0.46
5 C -0.26


# 2
Entry from OMol25: a gas-phase ion, C4H11N2O2 (charge +1) (the ωB97M-V functional and the def2-TZVPD basis).

The geometry in XYZ format:
```
19
C4H11N2O2 the ωB97M-V functional and the def2-TZVPD basis
C 1.0910 0.1431 0.1719
C 0.9513 -0.6912 -1.0351
C -1.2382 0.0987 -0.3028
C -0.5143 0.7568 1.9039
N -0.1986 0.7613 0.5112
N -0.5742 -1.1755 -0.8475
O 1.6782 -1.7584 -1.0295
O -1.6637 0.9196 -1.3354
H 1.2265 -0.6283 0.9909
H 1.8458 0.8075 0.0999
H 0.8053 -0.1297 -1.9891
H -2.0074 -0.3083 0.3340
H -1.1003 0.0150 2.2990
H 0.4118 0.9662 2.3865
H -1.1216 1.6241 1.9687
H -0.9821 -1.5199 -1.7547
H -0.5227 -1.9859 -0.2160
H 1.9006 -2.1750 -1.8407
H -1.2070 1.7260 -1.2739
```

Values from the calculation:
LUMO energy = -3.263 eV
Highest occupied orbital energy = -13.78 eV
Total charge = +1
Spin multiplicity = 1
Energy above the lowest of the compared OMol25 structures with the same formula, charge and spin = 251.67 kJ/mol

Here are the natural (NBO) charges for atoms 1 to 5, given in e:
1 C -0.26
2 C 0.29
3 C 0.40
4 C -0.43
5 N -0.43


# 3
Entry from OMol25: a molecular structure, C23H25AlN2OS (the ωB97M-V functional and the def2-TZVPD basis).

The geometry in XYZ format:
```
53
C23H25AlN2OS the ωB97M-V functional and the def2-TZVPD basis
C 2.2160 0.0993 2.9115
C 2.1883 -0.6429 1.6941
C 1.7695 0.2487 0.6381
H 2.5653 -1.6461 1.5510
C 1.5242 1.5259 1.2447
C 1.8437 1.4327 2.6215
H 1.3655 2.4433 0.6892
C -1.3414 -1.5692 3.2948
C -0.1903 -2.2373 2.7936
C -0.2640 -2.2473 1.3571
H 0.5230 -2.8181 3.3692
C -1.4299 -1.4887 0.9730
C -2.0684 -1.0683 2.1845
H 1.8803 0.0496 -0.4210
H 1.8600 2.2743 3.3053
H 2.6291 -0.2887 3.8360
H -3.0182 -0.5531 2.2130
H 0.3672 -2.7884 0.6661
H -1.7526 -1.6618 4.2970
Al 0.1054 -0.2958 1.8937
C -1.9937 -1.3229 -0.4141
C -3.4976 -1.5961 -0.3975
C -1.2976 -2.2630 -1.3984
H -3.6886 -2.6149 -0.0492
H -3.8989 -1.4750 -1.4022
H -4.0143 -0.8994 0.2637
H -1.4856 -3.3054 -1.1220
H -0.2151 -2.1043 -1.4344
H -1.6966 -2.0947 -2.4001
C -1.6806 0.1425 -0.7886
C -2.2101 0.6531 -2.1207
H -0.5870 0.2488 -0.8068
H -2.0497 0.8289 -0.0101
O -3.1197 0.1319 -2.7541
N -1.5823 1.7736 -2.5913
C -0.4214 2.4500 -2.0315
H -1.9628 2.1332 -3.4566
C 0.8977 1.8600 -2.4883
C 2.0789 2.4900 -2.0984
H 2.0061 3.3845 -1.4811
C 3.3156 1.9896 -2.4948
H 4.2255 2.4972 -2.1796
C 3.3779 0.8482 -3.2983
H 4.3424 0.4606 -3.6197
C 2.2017 0.2120 -3.6942
H 2.2287 -0.6762 -4.3228
C 0.9620 0.7207 -3.2931
H 0.0426 0.2399 -3.6227
H -0.4783 2.4431 -0.9330
H -0.4775 3.5084 -2.3169
S -0.1290 0.5942 4.4439
C 0.0159 0.1080 6.0196
N 0.0186 -0.1348 7.1809
```

Values from the calculation:
LUMO energy = -0.915 eV
Highest occupied orbital energy = -7.33 eV
Spin multiplicity = 1
Energy above the lowest of the compared OMol25 structures with the same formula, charge and spin = 153.21 kJ/mol

Here are the natural (NBO) charges for atoms 1 to 5, given in e:
1 C -0.30
2 C -0.45
3 C -0.47
4 H 0.26
5 C -0.36


Q: Which of these has the lowest LUMO energy?
A: C54H141N10O24